(w)
{"formula": "C11H18N", "method": "ωB97M-V/def2-TZVPD", "elements": ["C", "C", "C", "C", "C", "C", "C", "C", "C", "C", "C", "N", "H", "H", "H", "H", "H", "H", "H", "H", "H", "H", "H", "H", "H", "H", "H", "H", "H", "H"], "xyz": [[-1.45725, 1.36341, -0.10182], [-1.03464, 2.07399, -1.35168], [-3.54004, -1.78040, 0.56153], [-4.41252, -0.64394, 0.27609], [-2.14024, 0.44329, 0.57691], [-2.95427, -0.56635, -0.15224], [-0.45081, 2.33618, -0.00909], [2.69271, -0.48094, -0.14844], [0.53699, 2.82475, 0.75543], [1.61434, -1.40626, 0.20883], [4.03067, -1.05398, -0.48536], [2.50984, 0.82296, -0.23428], [-1.78561, 2.74807, -1.69266], [-0.43434, 1.45011, -1.92461], [-3.32095, -1.87708, 1.58308], [-3.81887, -2.69136, 0.04617], [-5.24941, -0.72716, -0.43536], [-4.62570, -0.07310, 1.10882], [-2.56872, 0.57259, 1.59856], [-2.59116, -0.71046, -1.22275], [3.40476, 1.46049, -0.54129], [0.55761, 2.49954, 1.72241], [1.32381, 3.40382, 0.33983], [1.92355, -2.38781, 0.73151], [1.11895, -1.65087, -0.74526], [0.85822, -0.90907, 0.78605], [4.04927, -1.44240, -1.54821], [4.25962, -1.92713, 0.17286], [4.79969, -0.18481, -0.33802], [1.73543, 1.42348, 0.05715]], "mulliken_charge": [0.534, -0.322, -0.572, -0.672, -0.304, -0.025, -0.065, 0.987, -1.722, -1.154, -1.120, -0.221, 0.226, 0.253, 0.275, 0.291, 0.259, 0.275, 0.329, 0.352, 0.315, 0.416, 0.598, 0.370, 0.321, 0.363, 0.297, 0.338, 0.353, 0.023], "charge": 1, "gap_ev": 7.25}



(x)
{"formula": "C11H18N", "method": "ωB97M-V/def2-TZVPD", "elements": ["C", "C", "C", "N", "C", "C", "C", "C", "C", "C", "C", "C", "H", "H", "H", "H", "H", "H", "H", "H", "H", "H", "H", "H", "H", "H", "H", "H", "H", "H"], "xyz": [[2.93710, -0.35489, 0.11604], [1.60412, 0.35044, 0.16460], [1.29260, 0.88668, 1.54152], [0.36183, -0.66441, -0.31456], [0.56453, -1.01572, -1.73316], [0.40240, -1.89547, 0.47792], [-0.90781, 0.08066, -0.19566], [-1.07914, 1.24597, -0.93703], [-2.27227, 1.94487, -0.87446], [-3.30829, 1.49120, -0.07644], [-3.14028, 0.33252, 0.65910], [-1.94796, -0.37295, 0.60396], [3.04336, -1.08473, 0.91446], [3.13955, -0.82641, -0.84100], [3.70729, 0.39928, 0.26758], [1.55813, 1.14525, -0.57734], [1.38704, 0.12089, 2.30712], [0.30084, 1.32940, 1.59628], [2.01435, 1.66717, 1.77181], [1.39018, -1.71657, -1.83918], [-0.34013, -1.48473, -2.12090], [0.77695, -0.13358, -2.33293], [1.35426, -2.39805, 0.31946], [0.29000, -1.67987, 1.53751], [-0.39167, -2.56889, 0.15660], [-0.29854, 1.63328, -1.57218], [-2.39327, 2.84357, -1.46024], [-4.23780, 2.03484, -0.03016], [-3.93891, -0.03622, 1.28227], [-1.86845, -1.27352, 1.18901]], "mulliken_charge": [-1.499, 0.710, -1.357, 0.507, -0.940, -1.316, 0.188, -0.081, -0.910, -0.465, -0.908, -0.046, 0.390, 0.369, 0.435, 0.280, 0.344, 0.348, 0.442, 0.475, 0.350, 0.400, 0.398, 0.459, 0.462, 0.271, 0.405, 0.432, 0.415, 0.445], "charge": 1, "gap_ev": 10.88}



Quick one: least stable of them? (w)



(w)
{"formula": "C3H6N2OSi", "method": "ωB97M-V/def2-TZVPD", "elements": ["Si", "O", "N", "C", "C", "C", "N", "H", "H", "H", "H", "H", "H"], "xyz": [[2.65955, -0.21187, 0.12431], [1.22707, -0.10450, -0.59638], [-0.04334, 0.14222, -0.20134], [-1.12001, -0.90373, 0.20489], [-2.28944, -0.28915, 0.09038], [-2.02874, 1.04928, -0.39435], [-0.71644, 1.24656, -0.48883], [2.89646, 0.91526, 0.97887], [2.80270, -1.50912, 0.77757], [3.32086, -0.04725, -1.04363], [-0.67163, -1.77552, 0.52518], [-3.32270, -0.47157, 0.31968], [-2.71433, 1.95938, -0.29635]], "mulliken_charge": [0.427, -0.188, 0.682, -0.596, -0.326, -0.079, -0.696, -0.110, -0.109, -0.137, 0.453, 0.366, 0.313], "charge": 0, "gap_ev": 9.77}



(x)
{"formula": "C3H6N2OSi", "method": "ωB97M-V/def2-TZVPD", "elements": ["N", "C", "C", "C", "N", "O", "Si", "H", "H", "H", "H", "H", "H"], "xyz": [[2.49842, -1.69702, 0.60597], [2.37314, -0.61808, 0.15633], [2.04945, 0.61166, -0.33299], [0.62304, 1.02248, -0.48813], [-0.06297, 0.05430, 0.09950], [-1.39412, 0.25302, 0.18123], [-2.74729, -0.79494, -0.05848], [2.14302, 1.39799, 0.63099], [3.01897, 0.99296, -0.66381], [0.24298, 2.04463, -0.24958], [-3.40857, -0.08155, -1.00652], [-2.06116, -2.12348, -0.16754], [-3.27491, -1.06200, 1.29304]], "mulliken_charge": [-0.426, 0.320, -0.308, -0.366, -0.085, -0.240, 0.393, 0.172, 0.433, 0.349, -0.097, -0.062, -0.083], "charge": 0, "gap_ev": 9.91}



Quick one: least stable of them? (x)



(w)
{"formula": "HPS5", "method": "ωB97M-V/def2-TZVPD", "elements": ["P", "S", "S", "S", "S", "S", "H"], "xyz": [[-0.95387, 0.63125, 1.47476], [-0.22656, 1.83884, -1.36826], [0.70096, -0.67164, 1.38788], [-0.24738, 0.12800, -2.32859], [0.19112, -2.13658, 0.01353], [1.13157, -1.41467, -1.62213], [-0.59585, 1.62480, 2.44281]], "mulliken_charge": [0.018, -0.084, -0.043, 0.048, 0.003, -0.027, 0.085], "charge": 0, "gap_ev": [7.46, 5.98]}



(x)
{"formula": "HPS5", "method": "ωB97M-V/def2-TZVPD", "elements": ["S", "P", "S", "S", "S", "S", "H"], "xyz": [[-1.03694, -1.30963, -2.25842], [-0.11962, -0.34855, -0.87922], [-1.09920, 1.32112, -0.02577], [0.27351, 1.45427, 1.56666], [0.19884, -0.34889, 2.35200], [0.93843, -1.35690, 0.62765], [0.84499, 0.58857, -1.38291]], "mulliken_charge": [-0.336, 0.399, -0.101, -0.022, 0.033, -0.103, 0.130], "charge": 0, "gap_ev": 8.20}



Quick one: least stable of them? (w)



(w)
{"formula": "CH6NO2", "method": "ωB97M-V/def2-TZVPD", "elements": ["C", "N", "O", "O", "H", "H", "H", "H", "H", "H"], "xyz": [[-1.60252, 0.39002, -0.02451], [2.00251, -0.05290, 0.02974], [-2.85303, 0.01128, 0.03671], [-0.68860, -0.40909, 0.06503], [-1.59313, 1.43123, -0.02591], [2.55513, 0.55044, 0.63048], [1.90344, -0.97606, 0.42021], [1.02393, 0.23173, -0.32841], [-3.16339, -0.89498, 0.08463], [2.41565, -0.28165, -0.88797]], "mulliken_charge": [0.364, -0.470, -0.422, -0.653, 0.345, 0.357, 0.355, 0.352, 0.369, 0.404], "charge": 1, "gap_ev": 11.74}



(x)
{"formula": "CH6NO2", "method": "ωB97M-V/def2-TZVPD", "elements": ["O", "H", "H", "H", "C", "N", "O", "H", "H", "H"], "xyz": [[0.59831, 1.01052, 1.39444], [0.50767, 1.91308, 1.72962], [1.22288, 0.60763, 2.01408], [-0.80228, 0.18801, 0.79727], [-0.83757, -0.73177, -0.84499], [0.40033, -0.49979, -1.17669], [-1.44562, -0.15050, 0.11908], [-1.33090, -1.50440, -1.41446], [0.92430, 0.18509, -0.65003], [0.76289, -1.01789, -1.96832]], "mulliken_charge": [-0.700, 0.330, 0.338, 0.485, 0.259, -0.203, -0.392, 0.352, 0.271, 0.259], "charge": 1, "gap_ev": 13.24}



Quick one: least stable of them? (w)



(w)
{"formula": "C2H2Cl2", "method": "ωB97M-V/def2-TZVPD", "elements": ["C", "C", "Cl", "Cl", "H", "H"], "xyz": [[0.56382, -0.66791, 0.23913], [-0.31142, 0.39945, -0.18973], [0.03805, 2.05997, 0.33784], [-1.64280, 0.23127, -1.16128], [0.06256, -1.64263, -0.14283], [1.28979, -0.38016, 0.91687]], "mulliken_charge": [-0.650, 0.419, -0.188, -0.142, 0.208, 0.352], "charge": 0, "gap_ev": 10.09}



(x)
{"formula": "C2H2Cl2", "method": "ωB97M-V/def2-TZVPD", "elements": ["C", "C", "Cl", "Cl", "H", "H"], "xyz": [[-0.00992, 1.06980, -0.22302], [-3.56127, 0.51644, -0.56210], [-1.65547, 0.42636, 0.21609], [-4.63879, -0.46281, 0.12147], [-0.18140, 1.50790, -1.21623], [0.21032, 1.98658, 0.34101]], "mulliken_charge": [-0.497, 0.015, 0.010, 0.022, 0.216, 0.234], "charge": 0, "gap_ev": [6.15, 8.25]}



Quick one: least stable of them? (x)



(w)
{"formula": "C17H28N2O3", "method": "ωB97M-V/def2-TZVPD", "elements": ["C", "C", "C", "N", "C", "H", "H", "H", "H", "H", "C", "C", "C", "N", "C", "H", "H", "H", "H", "H", "C", "C", "C", "O", "H", "H", "H", "H", "H", "H", "C", "C", "C", "O", "H", "H", "H", "H", "H", "H", "C", "C", "C", "O", "H", "H", "H", "H", "H", "H"], "xyz": [[-4.01801, -2.44400, 1.54682], [-4.11093, -3.83940, 1.34419], [-2.88678, -4.16199, 0.86592], [-1.95293, -3.16802, 0.90964], [-2.63377, -2.14045, 1.35847], [-4.71654, -1.75866, 2.00372], [-4.83206, -4.62972, 1.49168], [-2.50239, -5.15012, 0.66032], [-1.03853, -3.19164, 0.48138], [-2.21736, -1.14441, 1.38868], [-1.49378, 2.13683, -2.39318], [-2.27855, 1.12964, -1.99413], [-3.39639, 1.22566, -2.86041], [-3.47618, 2.35426, -3.53447], [-2.29343, 3.00128, -3.24015], [-0.47694, 2.27230, -2.05543], [-1.96294, 0.25412, -1.44618], [-4.23620, 0.55631, -2.97488], [-4.32352, 2.69566, -3.96524], [-2.15103, 3.90701, -3.81091], [-1.89570, 4.55938, 0.24310], [-0.41361, 4.36582, 0.49287], [0.58096, 4.28980, -0.68982], [-0.02764, 4.17405, 1.64682], [-2.35311, 4.58555, 1.23213], [-2.24575, 3.65922, -0.26215], [-2.08514, 5.42044, -0.39784], [0.31763, 4.68116, -1.67246], [0.94612, 3.28440, -0.89939], [1.49763, 4.75833, -0.33164], [0.32843, 0.62339, 1.99911], [1.09658, -0.35666, 1.15486], [1.83784, 0.23449, 0.00101], [1.11863, -1.54425, 1.33400], [1.07662, 1.28499, 2.43568], [-0.27197, 0.11020, 2.75029], [-0.19859, 1.26679, 1.29456], [2.79405, -0.14419, -0.36006], [2.04249, 1.27542, 0.25137], [1.14358, 0.13502, -0.83339], [4.81664, -2.67804, 1.64397], [4.59174, -3.69815, 0.56789], [5.80097, -4.03471, -0.23033], [3.48302, -4.10010, 0.34643], [5.88236, -2.63984, 1.86953], [4.42450, -3.16636, 2.53610], [4.47638, -1.65572, 1.47901], [5.54562, -4.98182, -0.70561], [6.66291, -4.22024, 0.41058], [6.02509, -3.39306, -1.08247]], "mulliken_charge": [-0.883, -0.319, -0.423, 0.127, -0.266, 0.390, 0.389, 0.354, 0.214, 0.405, -0.001, -0.259, -0.780, 0.040, -0.885, 0.416, 0.445, 0.414, 0.223, 0.371, -0.863, 0.931, -1.017, -0.570, 0.330, 0.070, 0.350, 0.375, 0.067, 0.369, -1.085, 0.811, -0.922, -0.572, 0.497, 0.313, 0.095, 0.347, 0.314, 0.185, -0.839, 0.715, -1.091, -0.539, 0.346, 0.273, 0.177, 0.325, 0.357, 0.275], "charge": 0, "gap_ev": 8.30}



(x)
{"formula": "C17H28N2O3", "method": "ωB97M-V/def2-TZVPD", "elements": ["C", "C", "C", "C", "N", "C", "O", "O", "C", "C", "C", "C", "C", "C", "C", "O", "N", "C", "C", "C", "C", "C", "H", "H", "H", "H", "H", "H", "H", "H", "H", "H", "H", "H", "H", "H", "H", "H", "H", "H", "H", "H", "H", "H", "H", "H", "H", "H", "H", "H"], "xyz": [[-1.91857, -0.92422, -4.74298], [-3.33398, -0.46901, -5.07686], [-3.68008, 0.91858, -4.53506], [-3.68830, 1.01837, -3.00682], [-2.37063, 1.20247, -2.44616], [-1.82105, 0.36125, -1.54829], [-2.34958, -0.62350, -1.09417], [-0.57099, 0.78035, -1.22940], [0.13007, -0.01042, -0.26119], [-0.17710, 0.48087, 1.16381], [1.03605, 1.03769, 1.91170], [0.63533, 1.31684, 3.36783], [1.82215, 1.54987, 4.30327], [2.58245, 0.26397, 4.68832], [2.06828, -1.03400, 4.07576], [1.79207, -2.00518, 4.75511], [2.00496, -1.06132, 2.73150], [1.63190, -2.24244, 1.98601], [2.32100, -2.05307, 0.63623], [2.50297, -0.53017, 0.47069], [1.61199, 0.08828, -0.60366], [2.23371, 0.07135, 1.86771], [-1.81306, -1.10839, -3.67845], [-1.69102, -1.84896, -5.26872], [-1.19096, -0.17247, -5.04280], [-4.04657, -1.19399, -4.67895], [-3.45484, -0.44836, -6.16302], [-4.67558, 1.18749, -4.89413], [-2.97611, 1.65302, -4.93463], [-4.31945, 1.86264, -2.70345], [-4.09042, 0.10582, -2.56221], [-1.81148, 1.97697, -2.76519], [-0.22179, -1.04244, -0.37381], [-0.60835, -0.33727, 1.74057], [-0.93889, 1.26091, 1.10083], [1.34938, 1.97679, 1.44476], [0.05182, 0.47776, 3.75269], [-0.01186, 2.19634, 3.38532], [1.44068, 2.01029, 5.21603], [2.50305, 2.27002, 3.84399], [2.54323, 0.11629, 5.76806], [3.63735, 0.34695, 4.41281], [1.96890, -3.12758, 2.52806], [0.54380, -2.30535, 1.87523], [1.73871, -2.48191, -0.17600], [3.29578, -2.54065, 0.64726], [3.53758, -0.32397, 0.18311], [1.79423, -0.40318, -1.56090], [1.86285, 1.14373, -0.72379], [3.12034, 0.61293, 2.21395]], "mulliken_charge": [-0.923, -0.443, -0.659, -0.579, -0.060, 0.450, -0.657, -0.463, 0.856, -1.671, 0.665, -1.378, -0.794, -0.867, 0.891, -0.702, 0.152, -0.708, -0.944, 0.323, -1.743, -1.015, 0.127, 0.387, 0.296, 0.295, 0.319, 0.330, 0.312, 0.343, 0.316, 0.238, 0.381, 0.130, 0.607, 0.480, 0.412, 0.676, 0.431, 0.335, 0.317, 0.316, 0.512, 0.214, 0.415, 0.311, 0.537, 0.436, 0.405, 0.390], "charge": 0, "gap_ev": 9.66}



Quick one: least stable of them? (w)